C21H74N28O15 | ωB97M-V/def2-TZVPD

Geometry as XYZ:
```
138
Properties=species:S:1:pos:R:3
C -4.33179 -0.67765 3.04603
O -4.66664 -0.03277 3.97066
N -4.96523 -0.84209 1.97197
N -3.26771 -1.46488 3.13209
H -5.78733 -0.28444 2.15440
H -4.87061 -1.67075 1.40235
H -2.69036 -1.38956 3.95737
H -3.21449 -2.23946 2.48611
C 1.39134 1.91196 -6.58207
O 0.99696 1.31887 -7.57755
N 1.20099 1.52126 -5.33017
N 2.38212 2.78921 -6.61263
H 1.75760 1.89474 -4.57466
H 0.60191 0.71651 -5.21361
H 2.78556 3.10038 -7.48470
H 2.63431 3.13225 -5.69675
C 0.02963 -4.58177 3.54207
O 0.11418 -5.14893 2.50173
N -1.00409 -3.98239 4.02110
N 1.11538 -4.38983 4.25797
H -0.92172 -3.25772 4.71979
H -1.91241 -4.24038 3.66261
H 0.98094 -3.97160 5.16743
H 1.95134 -4.89049 3.99225
C 0.73310 4.85228 3.21056
O 1.60144 4.05280 2.98365
N 1.03284 5.90775 3.87610
N -0.49073 4.61952 2.86967
H 1.99022 5.87039 4.19568
H 0.32140 6.62176 3.94038
H -0.55791 3.78771 2.30074
H -1.30792 5.13563 3.16280
C -4.64557 1.75859 -1.25540
O -4.58087 2.10974 -0.07191
N -5.16394 0.64294 -1.68267
N -3.84753 2.32910 -2.18649
H -6.00641 0.36027 -1.20261
H -5.25105 0.72025 -2.68593
H -3.80859 1.91672 -3.10764
H -3.20778 3.04839 -1.88080
C 0.81975 0.44664 3.75364
O 0.02648 1.35375 4.01616
N 0.84423 -0.82528 4.09592
N 1.80876 0.48536 2.91162
H 0.09182 -1.27447 4.59814
H 1.24696 -1.29530 3.29781
H 2.44861 -0.29267 2.83844
H 2.08044 1.25070 2.31117
C -4.04288 3.51166 3.26521
O -3.78777 4.58188 3.85899
N -3.30415 2.47370 3.18937
N -5.16324 3.39143 2.63407
H -3.80619 1.59862 3.23727
H -2.36786 2.38607 3.55784
H -5.37131 2.62935 2.00475
H -5.88109 4.00121 2.99868
C -4.55595 6.03200 0.33223
O -5.25094 6.48955 1.17460
N -3.95591 4.85671 0.43922
N -4.22878 6.61533 -0.80103
H -3.17930 4.55831 -0.13343
H -4.42100 4.18432 1.03225
H -3.71740 6.15855 -1.54261
H -4.67692 7.51618 -0.88895
C -1.09618 4.75094 -2.28988
O -2.30170 4.88792 -2.03442
N -0.44625 3.71394 -2.67378
N -0.36819 5.83040 -2.31096
H 0.49750 3.78668 -3.02612
H -0.91633 2.82644 -2.56672
H 0.61871 5.69665 -2.47897
H -0.74743 6.68949 -1.93915
C -1.35249 -0.79073 -4.18818
O -0.26478 -1.16459 -4.63038
N -1.84205 0.36245 -4.42414
N -2.09613 -1.44024 -3.34654
H -2.84239 0.50035 -4.40377
H -1.37117 0.86513 -5.16284
H -3.00727 -1.26669 -2.94678
H -1.74345 -2.36414 -3.14129
C 2.95466 3.10809 -2.42153
O 2.41225 3.46466 -3.42281
N 4.10675 3.28029 -1.93285
N 2.30129 2.38730 -1.49903
H 4.60647 2.49456 -1.54167
H 4.62781 3.94277 -2.48937
H 2.83516 1.84787 -0.83262
H 1.45113 2.00851 -1.89124
C 3.87347 -2.82330 1.69758
O 3.33468 -2.33963 2.67713
N 4.13250 -2.10730 0.59831
N 4.23990 -4.08425 1.72250
H 3.94678 -1.11893 0.50487
H 4.70238 -2.56925 -0.09590
H 4.52519 -4.47829 0.83738
H 3.99912 -4.61443 2.54774
C -2.63479 -4.07260 0.62009
O -3.19834 -4.03891 1.72116
N -3.11696 -3.64934 -0.49685
N -1.52602 -4.70894 0.38147
H -2.62631 -3.97079 -1.31906
H -3.97882 -3.12554 -0.55094
H -1.25335 -4.77987 -0.58844
H -1.01579 -4.99584 1.20455
C 7.05772 -5.78949 0.96319
C 6.95288 -5.98460 -0.47970
C 5.46947 -6.16222 -1.00847
O 4.70014 -5.02458 -0.92917
C 3.39167 -5.04522 -1.34024
N 7.67780 -4.90137 -1.10089
H 8.03203 -5.90463 1.43811
H 6.30979 -6.41989 1.44413
H 6.64548 -4.78896 1.09395
H 7.49467 -6.91217 -0.66455
H 4.81774 -6.89097 -0.52652
H 5.42899 -6.35911 -2.07977
H 2.75667 -5.64181 -0.68530
H 3.43502 -5.60232 -2.27611
H 3.05635 -4.03368 -1.56925
H 7.58451 -4.98598 -2.10300
H 7.06935 -4.12124 -0.89770
C -1.14126 1.86363 0.29635
C -0.40252 0.72306 -0.41708
C -0.95527 -0.69306 -0.16443
O -0.15355 -1.80143 -0.57462
C 0.87105 -2.13804 0.35955
N -0.27578 0.93462 -1.86928
H -0.50720 2.73788 0.44383
H -1.31906 1.66151 1.35259
H -2.12348 2.18482 -0.05030
H 0.57312 0.70534 0.06862
H -1.88936 -0.76667 -0.72135
H -1.17473 -0.78145 0.89958
H 0.29381 -2.49434 1.21275
H 1.55297 -1.35943 0.70140
H 1.57255 -2.92412 0.08012
H 0.24756 0.18075 -2.29105
H -1.24580 0.70587 -2.03313
```

HOMO-LUMO gap   7.5 eV
F_max   7.84 eV/A
HOMO energy   -8.06 eV
E   -3506.55940 Eh

---

C5H13NS | ωB97M-V/def2-TZVPD

Geometry as XYZ:
```
20
Properties=species:S:1:pos:R:3
C 0.71518 0.32194 -1.85112
C -1.79512 0.57692 -1.81330
C 1.77052 -0.26653 1.73664
C -0.54896 -1.20498 2.00952
C -0.49140 1.15147 -1.53317
N 0.32289 -0.13095 1.53380
S -0.51632 1.25154 1.18952
H 0.79927 0.14234 -2.97315
H 1.61747 0.85574 -1.44263
H 0.66241 -0.68663 -1.54109
H -1.97690 -0.29440 -1.20387
H -1.77869 0.17514 -2.75939
H -2.66087 1.24784 -1.77944
H 2.10586 -0.68641 2.76387
H 2.29921 -1.02429 1.13527
H 2.25627 0.79540 1.51187
H -0.32381 -2.16116 1.61645
H -0.55589 -1.43190 3.18756
H -1.48909 -0.87223 1.81699
H -0.41203 2.24114 -1.60434
```

HOMO-LUMO gap (alpha / beta)   7.1 / 8.1 eV
F_max   4.14 eV/A
HOMO energy (alpha / beta)   -7.17 / -7.39 eV
E   -651.10672 Eh

---

C47H48BrN6O2S2W | ωB97M-V/def2-TZVPD

Geometry as XYZ:
```
107
Properties=species:S:1:pos:R:3
W 0.48338 0.38432 0.09656
C -3.44165 0.51824 5.31472
C -2.59433 1.65947 4.75690
C -2.28236 1.47187 3.30860
C -2.98551 1.92203 2.22745
C -4.18858 2.80689 2.21772
C -3.80769 4.26485 1.95554
C -2.33681 1.39039 1.07103
C -2.85678 1.45851 -0.20074
C -2.35389 0.76773 -1.27449
C -2.98743 0.72287 -2.55525
C -4.22294 1.47366 -2.93344
C -3.89233 2.91056 -3.34384
C -2.19295 -0.04970 -3.35244
C -1.07750 -0.44311 -2.55352
C 0.00637 -1.12249 -3.07746
C 1.10208 -1.48924 -2.35435
N 1.24010 -1.28209 -0.97741
C 2.36919 -2.01289 -0.66424
C 2.78025 -2.24896 0.62661
C 2.06020 -1.84843 1.72419
N 0.98362 -0.95849 1.70026
C 0.63646 -0.86120 3.04672
C -0.34965 -0.06251 3.56132
C -1.21284 0.68406 2.79183
N -1.20394 0.66539 1.40823
C 1.46074 -1.68691 3.87537
C 2.34385 -2.31316 3.05226
C 3.38395 -3.31788 3.43539
C 4.71224 -2.68323 3.84117
C 1.32426 -1.82502 5.35375
C 0.15588 -2.71763 5.76289
C 2.98485 -2.58977 -1.81929
C 2.19479 -2.25909 -2.87822
C 2.33017 -2.66817 -4.31036
C 1.52816 -3.92894 -4.63800
C 4.21618 -3.43427 -1.78812
C 3.93231 -4.87982 -1.38486
N -1.16626 0.03562 -1.26214
C -2.40597 -0.43082 -4.78045
C -2.89079 -1.87076 -4.93785
H -3.65973 0.67612 6.36920
H -2.93036 -0.43981 5.21423
H -4.38784 0.43859 4.77967
H -1.66872 1.75791 5.32824
H -3.12027 2.60777 4.88400
H -4.70676 2.71729 3.17345
H -4.90252 2.46915 1.46235
H -3.12803 4.63273 2.72367
H -4.68818 4.90446 1.94358
H -3.30125 4.36313 0.99403
H -3.76304 2.02772 -0.34559
H -4.93758 1.46996 -2.10747
H -4.72192 0.95716 -3.75483
H -3.41166 3.45094 -2.52714
H -4.79057 3.45367 -3.63181
H -3.20153 2.91878 -4.18808
H -0.02271 -1.38114 -4.12479
H 3.65712 -2.85747 0.78645
H -0.46419 -0.03178 4.63378
H 3.53663 -4.02632 2.61765
H 2.98890 -3.91233 4.26256
H 5.19037 -2.18324 2.99993
H 5.39845 -3.44124 4.21404
H 4.56619 -1.94226 4.62689
H 1.23258 -0.83357 5.80337
H 2.25653 -2.23158 5.74697
H -0.79635 -2.33122 5.39839
H 0.09636 -2.79328 6.84674
H 0.27315 -3.72370 5.35974
H 3.38564 -2.83421 -4.53188
H 2.01836 -1.84405 -4.95790
H 1.87006 -4.77281 -4.04009
H 1.63193 -4.19392 -5.68883
H 0.46771 -3.78993 -4.42687
H 4.94483 -2.99004 -1.10541
H 4.68142 -3.40980 -2.77445
H 3.48545 -4.93580 -0.39221
H 4.85129 -5.46261 -1.37199
H 3.24074 -5.35201 -2.08084
H -1.48128 -0.27578 -5.34454
H -3.13191 0.25532 -5.22083
H -2.18407 -2.57867 -4.50293
H -3.01591 -2.12188 -5.98972
H -3.84790 -2.01560 -4.43717
S 1.35002 1.92806 1.92590
C 2.92015 1.32497 1.58523
S 2.89795 0.80581 -0.06677
C 3.92792 1.06836 2.46259
C 3.74605 1.27630 3.85624
N 3.57033 1.36884 4.98847
C 5.12482 0.45993 1.99263
N 6.05576 -0.08228 1.59166
Br 0.68827 1.94076 -4.82117
C 0.03087 3.42231 -3.84653
C -0.40375 4.50752 -4.59654
C -0.91944 5.62759 -3.96479
C -1.01721 5.67527 -2.57990
C -0.60433 4.59020 -1.83518
C -0.06941 3.45661 -2.45311
C 0.28386 2.34501 -1.57115
O 0.94633 1.31823 -1.88673
O -0.14454 2.33082 -0.36497
H -0.33360 4.46942 -5.67335
H -1.24786 6.46547 -4.56334
H -1.41209 6.55208 -2.08863
H -0.67840 4.60218 -0.75617
```

HOMO-LUMO gap   5.6 eV
F_max   0.53 eV/A
HOMO energy   -9.96 eV
Net charge   +1
E   -5736.23089 Eh